{
  "formula": "C2HFOSm",
  "method": "wB97M-V/def2-TZVPD",
  "elements": ["H", "C", "C", "O", "F", "Sm"],
  "coordinates": [[1.54631, -1.18650, 0.52243], [-0.13614, -0.02108, 0.22164], [0.58612, -1.10004, 0.00293], [-0.73505, 0.97601, 0.39744], [0.05076, -2.18277, -0.56825], [-1.31200, 3.51438, -0.57620]],
  "atomic_forces_ev_per_a": [[-0.294, -0.034, -0.450], [0.160, -0.491, -0.197], [0.003, 0.241, 0.828], [-0.029, 0.474, -0.213], [0.109, 0.148, -0.114], [0.050, -0.338, 0.146]],
  "nbo_charge": [0.24, 0.65, -0.02, -0.58, -0.28, 0.99],
  "e_above_lowest_kj_mol": 0.0,
  "multiplicity": 8,
  "total_charge": 1,
  "energy_ev": -24748.3954
}